Computed, not measured: 2 unconnected molecules or ions with the total composition C4H13N2O in a non-equilibrium geometry, with the ωB97M-V functional and the def2-TZVPD basis.

Geometry as XYZ:
```
20
Properties=species:S:1:pos:R:3:forces:R:3
C 1.9526 1.3402 0.3683 0.6301 1.9882 -0.0493
C 1.0427 0.8660 1.5348 1.8328 0.0884 -1.3439
C -0.2380 0.2755 1.0464 -0.7426 -0.0222 1.1700
C -0.6740 0.1643 -0.2062 0.8359 -0.6203 -0.1543
N -1.5653 -1.0464 -0.3966 -0.2340 1.6095 0.4632
N -1.0358 -0.3662 2.1035 1.2154 -0.4110 -1.5719
H 1.6316 2.3534 0.1084 -0.6260 -0.2164 -0.6634
H 3.0205 1.6587 0.5351 -0.8499 -1.2039 0.7823
H 1.9620 0.6983 -0.5157 -0.2054 0.0042 0.2436
H 1.6568 0.0823 2.0365 -0.9517 0.1533 0.1066
H 0.8581 1.6684 2.2403 0.0539 0.0783 0.2156
H -0.3422 0.8034 -1.0123 0.0627 -0.8051 -0.4173
H -1.0709 -1.9373 -0.3830 0.4303 0.2132 0.1475
H -2.1619 -1.0886 -1.2207 -0.2592 0.5928 0.1682
H -2.0278 -0.8954 0.5318 -0.5657 -1.1953 -0.3130
H -0.2883 -0.8397 2.6005 -0.7109 -0.2790 0.9370
H -1.4732 0.3368 2.6864 0.1594 0.0588 0.1717
H 1.3270 -0.7411 -3.7222 -0.1137 -0.1247 -0.1312
H 0.0681 -1.5886 -4.0290 0.2163 0.0155 -0.1873
O 0.3826 -0.8182 -3.5476 -0.1775 0.0759 0.4258
```
Positions in Å, forces in eV/Å.

Results
LUMO energy   -3.353 eV
Total charge   +1
Orbital gap   10.68 eV
Energy   -9378.7855 eV
E_HOMO   -14.0 eV



Computed, not measured: 2 unconnected molecules or ions with the total composition C4H13N2O in a non-equilibrium geometry, with the ωB97M-V functional and the def2-TZVPD basis.

Geometry as XYZ:
```
20
Properties=species:S:1:pos:R:3:forces:R:3
C -0.8289 1.0335 -1.3490 0.5008 0.9137 1.9298
C -0.4008 1.5951 0.0179 -1.4424 -0.0842 0.8228
C 0.2255 0.6452 1.0362 0.2888 1.3310 1.4016
N 1.3488 -0.1502 0.4977 -2.6064 -0.1722 0.8144
C 1.1590 -1.2247 -0.2047 4.3215 0.3171 -1.6926
N 2.2757 -1.7868 -0.7633 -1.6157 -0.4095 0.8495
H 0.0456 0.5819 -1.7853 0.2245 0.6743 -1.3009
H -1.5146 0.2448 -1.2353 -1.0724 -1.0191 0.3140
H -1.3876 1.8876 -1.7317 0.6407 -0.3344 -1.2947
H 0.1257 2.5262 -0.0899 0.8115 0.1682 -0.2547
H -1.3197 1.9475 0.5319 0.2724 -0.2088 -0.1734
H 0.6924 1.2316 1.8724 -0.4582 -0.3472 -0.7770
H -0.5777 0.0705 1.5282 1.0021 -0.3728 -0.6225
H 2.2498 0.2382 0.7346 0.3261 -0.5183 -0.3848
H 0.2657 -1.6290 -0.6347 -1.0342 0.4105 0.6907
H 2.0902 -2.6041 -1.3169 0.2897 -0.2424 -0.1010
H 3.1640 -1.7752 -0.2789 -0.0231 0.2140 -0.2015
H -2.7516 -1.6378 1.1882 0.5192 -0.6679 -0.5115
H -2.6787 -0.2339 1.1983 0.4690 0.5675 -0.5232
O -2.1827 -0.9602 0.7843 -1.4139 -0.2194 1.0149
```
Positions in Å, forces in eV/Å.

Results
LUMO energy   -3.760 eV
Total charge   +1
Orbital gap   11.00 eV
Energy   -9379.7237 eV
E_HOMO   -14.8 eV



Computed, not measured: 2 unconnected molecules or ions with the total composition C4H13N2O in a non-equilibrium geometry, with the ωB97M-V functional and the def2-TZVPD basis.

Geometry as XYZ:
```
20
Properties=species:S:1:pos:R:3:forces:R:3
C -1.1887 1.2418 -1.5193 0.0920 0.0694 -0.1980
C -0.7977 -0.1626 -1.0535 0.2561 0.2259 0.3110
C 0.4825 -0.1974 -0.2522 -1.2795 0.2244 -0.3458
C 1.6876 -0.1365 -0.7955 0.8734 -0.1125 0.7261
N 2.8674 -0.0014 -0.1237 0.3323 0.0673 -0.3204
N 0.3354 -0.0344 1.2146 0.9848 0.0801 -0.4964
H -0.3534 1.7237 -2.0379 -0.0104 -0.1017 0.1887
H -1.4930 1.8899 -0.6942 -0.0214 -0.0372 -0.0498
H -1.9930 1.1957 -2.2513 -0.2026 -0.0121 0.1555
H -1.6128 -0.6434 -0.5159 -0.1518 0.0638 0.2611
H -0.6641 -0.8068 -1.8998 0.1868 -0.2777 -0.6271
H 1.7899 -0.2140 -1.8631 -0.0903 0.0274 -0.2346
H 2.9880 0.0144 0.8714 -0.1698 -0.0023 0.0341
H 3.7202 0.0799 -0.6473 -0.0110 -0.0628 0.0049
H -0.6598 -0.1011 1.4848 0.1523 -0.1112 0.4658
H 0.8649 -0.7662 1.6903 -0.3987 -0.2961 0.2238
H 0.7758 0.8319 1.5370 -0.4309 0.2594 0.0166
H -2.2067 -1.7236 1.6232 0.0619 -0.1064 0.2534
H -2.6749 -0.9662 2.8505 0.2258 0.0174 0.1032
O -1.8675 -1.2238 2.3818 -0.3991 0.0849 -0.4720
```
Positions in Å, forces in eV/Å.

Results
LUMO energy   -3.219 eV
Total charge   +1
Orbital gap   9.34 eV
Energy   -9380.0182 eV
E_HOMO   -12.6 eV



Computed, not measured: 2 unconnected molecules or ions with the total composition C4H13N2O in a non-equilibrium geometry, with the ωB97M-V functional and the def2-TZVPD basis.

Geometry as XYZ:
```
20
Properties=species:S:1:pos:R:3:forces:R:3
C -0.7329 0.6949 -0.4496 -0.2208 1.3475 -0.2831
C -1.1474 -0.5925 -1.1522 -0.1327 -0.5948 0.8004
C 0.0109 -1.5361 -1.5299 -1.3343 -0.1238 0.8643
C 2.2964 -1.6662 -0.7214 -0.6350 -0.8490 2.1527
N 1.0665 -1.7014 -0.5019 0.8103 1.2480 -3.0372
N -0.7543 0.5980 1.0625 0.0237 -1.5187 -0.2491
H -1.3944 1.4963 -0.7678 -0.3876 -0.0314 0.3695
H 0.2280 1.1194 -0.7524 0.2425 -0.5153 0.2145
H -1.8597 -1.1371 -0.5193 -0.0114 0.0894 -0.1210
H -1.7130 -0.3271 -2.0506 0.2694 -0.2017 -0.0122
H -0.2764 -2.5728 -1.7248 -0.3936 0.3398 -0.4194
H 0.4715 -1.0443 -2.4002 0.6749 -0.4112 0.1772
H 2.6826 -1.4326 -1.7173 0.2399 0.0828 0.1003
H 2.8741 -1.9556 0.1645 0.7370 0.1155 -0.3989
H -1.6778 0.6199 1.5092 -0.1843 0.2925 -0.4856
H -0.4326 -0.3546 1.2526 0.1716 0.1968 0.4909
H -0.1814 1.2736 1.6206 -0.0452 0.6324 -0.2768
H 0.5684 2.3660 3.4267 -0.0615 0.5293 0.0822
H -0.0444 3.5566 2.5830 0.1618 -0.1259 0.2224
O 0.0161 2.5955 2.6684 0.0753 -0.5022 -0.1913
```
Positions in Å, forces in eV/Å.

Results
LUMO energy (spin up / spin down)   -8.625 / -12.618 eV
Total charge   +2
Orbital gap (spin up / spin down)   10.67 / 6.68 eV
Energy   -9366.7371 eV
2S+1   2
E_HOMO (spin up / spin down)   -19.3 / -19.3 eV
Expectation value of S²   0.759



Computed, not measured: 3 unconnected molecules or ions with the total composition C4H13N2O in a non-equilibrium geometry, with the ωB97M-V functional and the def2-TZVPD basis.

Geometry as XYZ:
```
20
Properties=species:S:1:pos:R:3:forces:R:3
C -0.4521 -1.5300 -0.0830 1.1780 0.5942 -0.7463
C -1.1311 -0.4844 0.8302 -2.7334 -1.3202 -1.9367
C -1.8792 0.5438 0.1979 0.3936 -0.2704 0.4687
C -1.4972 1.2008 -0.9752 -0.3632 -0.4726 0.4243
N 1.8771 1.2092 -1.4454 -0.4900 -0.4580 0.2593
N 0.9008 -1.8470 0.3065 -1.0355 -0.0804 1.9622
H -0.3309 -1.0926 -1.0858 -0.1611 -0.0219 -0.0560
H -1.0360 -2.4409 -0.2003 -0.2313 0.0606 0.2566
H -1.6342 -0.9018 1.7034 0.5059 0.0460 0.3492
H -0.2205 0.2563 1.2756 3.9031 2.1076 0.5220
H -0.5829 0.9483 -1.5005 0.0209 0.2601 -0.3138
H -2.1867 1.9763 -1.2895 0.3481 0.1894 -0.4614
H 1.6928 1.1699 -0.4434 0.2045 0.1026 -0.2698
H 2.3903 0.3988 -1.7898 0.0348 0.3791 0.0167
H 2.3380 2.0694 -1.6992 0.1516 0.1405 -0.2110
H 1.4557 -1.0490 0.6899 0.1906 0.0661 -0.5478
H 1.0168 -2.7290 0.8147 0.5228 -0.3405 -0.5504
H -2.7742 0.8943 0.7005 0.1212 0.1402 0.2489
H 1.3229 1.1032 1.9734 -0.2389 -0.2412 -0.1097
O 1.0600 0.6609 1.1357 -2.3217 -0.8812 0.6951
```
Positions in Å, forces in eV/Å.

Results
LUMO energy (spin up / spin down)   -13.025 / -13.037 eV
Total charge   +2
Orbital gap (spin up / spin down)   4.83 / 4.79 eV
Energy   -9361.2433 eV
2S+1   2
E_HOMO (spin up / spin down)   -17.9 / -17.8 eV
Expectation value of S²   0.754



Computed, not measured: a molecular structure, C4H13N2O2 in a non-equilibrium geometry, with the ωB97M-V functional and the def2-TZVPD basis.

Geometry as XYZ:
```
21
Properties=species:S:1:pos:R:3:forces:R:3
C -0.4309 0.4092 -0.0872 2.7393 0.1203 -0.3528
C 0.5585 -0.6791 -0.3389 0.4536 -0.2175 -0.3039
C 0.8562 -0.7261 -1.8505 -0.4730 -0.2023 -0.1993
O -0.2967 -0.9509 -2.5804 -0.0174 0.0886 0.0959
N -0.6870 0.5538 1.7167 1.7825 -0.1965 -1.6147
C -0.2048 1.9128 1.9197 -0.0173 -0.2216 0.9575
N -0.0119 2.0738 3.3671 -0.2364 -0.0360 -0.0910
H -0.0073 1.3894 -0.2804 0.1773 0.0530 -0.0831
H -1.2416 0.3103 -0.8247 -0.6446 -0.3253 0.8877
H 1.4962 -0.5030 0.1986 -0.1154 0.0595 0.2054
H 0.1624 -1.6544 -0.0430 -0.0367 0.0969 0.0203
H 1.2753 0.2497 -2.1497 0.3499 0.0340 0.1012
H 1.6177 -1.5162 -2.0210 -0.1161 0.2570 -0.0011
H -1.3214 0.4956 0.9400 -3.9092 0.3727 0.5342
H 0.7676 2.0915 1.4410 -0.0720 -0.0267 0.0319
H -0.8927 2.6900 1.5933 -0.1689 0.1815 -0.1881
H 0.6386 1.3447 3.6310 0.3224 -0.0479 0.0678
H -0.8738 1.7333 3.7906 -0.0516 0.2585 0.0392
H -0.3094 -2.1428 -2.7971 0.1989 -0.4776 -0.1845
H -0.9420 -3.7455 -2.6299 0.0154 -0.0376 0.0031
O -0.1529 -3.3361 -2.9952 -0.1807 0.2672 0.0744
```
Positions in Å, forces in eV/Å.

Results
LUMO energy   3.674 eV
Total charge   -1
Orbital gap   7.70 eV
Energy   -11431.1573 eV
E_HOMO   -4.0 eV